[1]
This record from the OMol25 dataset describes a structure of composition C27H18AlN6O2. The level of theory is wB97M-V/def2-TZVPD.

CARTESIAN COORDINATES (ANGSTROEM)
Al  -0.07  -0.07  -0.01
C  -0.31  0.04  4.28
C  1.02  -0.09  4.64
C  1.99  -0.21  3.65
C  1.59  -0.21  2.33
N  0.29  -0.07  1.97
C  -0.63  0.05  2.93
C  2.51  -0.33  1.17
C  3.88  -0.52  1.21
C  4.56  -0.62  0.01
C  3.88  -0.52  -1.20
C  2.52  -0.34  -1.17
N  1.86  -0.25  0.00
C  1.61  -0.21  -2.33
C  2.01  -0.22  -3.65
C  1.05  -0.10  -4.65
C  -0.28  0.03  -4.29
C  -0.61  0.03  -2.95
N  0.31  -0.08  -1.98
H  -1.09  0.14  5.02
H  1.30  -0.09  5.69
H  3.03  -0.31  3.92
H  -1.66  0.16  2.61
H  4.41  -0.59  2.15
H  5.64  -0.77  0.01
H  4.43  -0.60  -2.13
H  3.06  -0.31  -3.91
H  1.35  -0.10  -5.69
H  -1.05  0.12  -5.04
H  -1.64  0.13  -2.63
O  -7.33  0.84  -0.52
N  -6.43  1.38  0.07
O  -6.48  2.34  0.81
C  -5.11  0.68  0.01
C  -5.14  -0.67  -0.02
C  -3.92  -1.42  -0.02
C  -3.89  -2.83  -0.02
C  -2.67  -3.48  -0.01
C  -1.50  -2.72  -0.01
N  -1.51  -1.39  -0.01
C  -2.71  -0.74  -0.01
C  -2.69  0.69  0.00
N  -1.46  1.30  -0.02
C  -1.40  2.63  -0.02
C  -2.54  3.42  -0.01
C  -3.78  2.83  0.01
C  -3.89  1.42  0.02
H  -6.09  -1.19  -0.05
H  -4.81  -3.39  -0.02
H  -2.61  -4.55  -0.02
H  -0.53  -3.20  -0.01
H  -0.41  3.07  -0.04
H  -2.44  4.50  -0.02
H  -4.67  3.44  0.03

Calculated values
Charge: +3
Frontier orbital gap: 0.29723 Ha

---

[2]
This record from the OMol25 dataset describes a structure of composition C27H18Cl2CrO3Zn. The level of theory is wB97M-V/def2-TZVPD.

CARTESIAN COORDINATES (ANGSTROEM)
O  2.14  3.59  3.00
C  2.03  2.46  2.78
Cr  1.81  0.57  2.71
C  0.29  0.90  3.81
O  -0.56  1.20  4.54
C  2.79  0.58  4.35
O  3.30  0.77  5.37
C  3.30  -0.07  1.23
C  2.25  0.62  0.60
C  0.92  0.25  0.82
C  0.59  -0.91  1.57
C  -0.80  -1.25  1.77
C  -2.01  -1.40  1.94
C  -3.27  -1.55  2.43
C  -4.21  -0.46  2.37
C  -5.50  -0.58  2.97
C  -6.39  0.49  2.96
C  -6.02  1.71  2.37
C  -4.76  1.84  1.76
C  -3.86  0.78  1.77
C  1.65  -1.50  2.30
C  2.98  -1.13  2.08
H  4.34  0.22  1.05
H  2.47  1.48  -0.05
H  0.11  0.80  0.34
H  -3.54  -2.42  3.03
H  -5.73  -1.50  3.50
H  -7.35  0.39  3.45
H  -6.73  2.53  2.34
H  -4.47  2.80  1.31
H  -2.84  0.91  1.41
H  1.40  -2.30  3.01
H  3.78  -1.65  2.61
Cl  -2.73  -1.49  -4.76
Zn  -1.00  -1.27  -3.53
Cl  -0.01  -2.00  -1.80
C  -3.53  -4.49  -1.75
C  -4.12  -3.45  -0.99
C  -3.91  -3.73  0.39
C  -3.03  -4.85  0.50
C  -2.75  -5.29  -0.87
C  -1.88  -6.36  -1.09
C  -1.34  -7.06  0.00
C  -1.62  -6.65  1.32
C  -2.43  -5.53  1.58
H  -3.58  -4.66  -2.82
H  -4.66  -2.61  -1.40
H  -4.35  -3.23  1.23
H  -1.63  -6.64  -2.12
H  -0.67  -7.93  -0.16
H  -1.22  -7.22  2.17
H  -2.64  -5.19  2.60

Calculated values
Charge: +1
Expectation value of S²: 0.8147
Frontier orbital gap (spin up / spin down): 0.15079 / 0.16294 Ha
Multiplicity: 2

---

[3]
This record from the OMol25 dataset describes a structure of composition C27H18ClN3O5RbS5. The level of theory is wB97M-V/def2-TZVPD.

CARTESIAN COORDINATES (ANGSTROEM)
Rb  0.50  0.15  -0.25
O  4.42  -1.16  3.25
C  3.33  -0.85  2.50
O  3.42  -0.32  1.43
C  2.05  -1.23  3.18
C  2.01  -1.67  4.49
C  0.77  -1.94  5.06
C  -0.37  -1.75  4.30
C  -0.22  -1.32  2.98
N  0.96  -1.07  2.43
C  -1.41  -1.11  2.07
O  -2.35  -0.31  2.53
O  -1.46  -1.63  0.98
H  5.18  -0.85  2.74
H  2.92  -1.79  5.06
H  0.69  -2.26  6.08
H  -1.36  -1.90  4.71
H  -2.03  0.21  3.33
Cl  -4.87  2.74  -4.48
C  -3.32  2.56  -3.67
C  -2.91  3.54  -2.75
C  -1.70  3.43  -2.12
C  -0.80  2.32  -2.34
O  0.28  2.24  -1.72
C  -1.27  1.33  -3.28
C  -0.53  0.16  -3.67
N  0.58  -0.28  -3.17
C  1.15  -1.39  -3.80
C  1.24  -1.53  -5.17
C  1.84  -2.67  -5.75
C  2.36  -3.66  -4.98
C  2.32  -3.54  -3.57
C  2.86  -4.53  -2.72
C  2.80  -4.36  -1.37
C  2.20  -3.19  -0.87
N  1.68  -2.26  -1.62
C  1.73  -2.41  -2.97
C  -2.52  1.49  -3.93
H  -3.55  4.39  -2.55
H  -1.37  4.18  -1.42
H  -1.00  -0.41  -4.48
H  0.86  -0.74  -5.80
H  1.87  -2.74  -6.83
H  2.82  -4.54  -5.43
H  3.31  -5.42  -3.16
H  3.20  -5.10  -0.68
H  2.14  -3.03  0.21
H  -2.84  0.74  -4.64
C  -2.96  2.83  1.36
S  -3.68  2.70  3.01
C  -2.49  3.51  3.99
C  -1.49  2.91  4.68
S  -1.01  1.25  4.80
S  -0.52  4.03  5.62
C  -1.35  5.50  5.26
S  -0.97  6.96  5.95
S  -2.64  5.25  4.17
H  -3.67  2.36  0.68
H  -2.01  2.30  1.28
H  -2.82  3.87  1.06

Calculated values
Charge: -1
Frontier orbital gap: 0.23278 Ha